{"formula": "C19H29GeN7OSScSe", "method": "wB97M-V/def2-TZVPD", "species": ["Sc", "C", "C", "N", "C", "S", "N", "N", "C", "C", "C", "C", "C", "C", "C", "N", "H", "H", "H", "H", "H", "H", "H", "H", "H", "H", "H", "H", "H", "C", "Ge", "C", "C", "C", "Se", "C", "H", "H", "H", "H", "H", "H", "H", "H", "H", "H", "H", "H", "H", "H", "N", "C", "O", "C", "C", "N", "C", "N", "H", "H"], "positions_angstrom": [[0.2050, 1.1299, 0.3195], [1.2845, -4.2876, 3.3546], [1.7838, -3.8900, 1.9762], [2.1748, -2.4871, 1.9040], [1.3076, -1.4832, 1.7086], [1.9968, 0.1365, 1.8291], [0.0532, -1.7863, 1.4575], [-0.7017, -0.6523, 1.2573], [-1.9676, -0.7170, 1.4547], [-2.6967, -1.9425, 1.8869], [-2.7042, 0.5619, 1.2714], [-4.0823, 0.6347, 1.3851], [-4.7064, 1.8695, 1.2629], [-3.9372, 2.9948, 1.0420], [-2.5638, 2.8433, 0.9202], [-1.9588, 1.6599, 1.0211], [0.9817, -5.3341, 3.3589], [0.4254, -3.6812, 3.6395], [2.0600, -4.1605, 4.1096], [1.0139, -4.0533, 1.2227], [2.6563, -4.4758, 1.6854], [3.0837, -2.2226, 2.2502], [-1.9951, -2.7304, 2.1430], [-3.3405, -2.2996, 1.0799], [-3.3329, -1.7226, 2.7439], [-4.6593, -0.2568, 1.5708], [-5.7810, 1.9466, 1.3499], [-4.3776, 3.9767, 0.9591], [-1.9222, 3.6947, 0.7424], [3.5231, 3.3103, 0.6316], [4.8853, 2.0468, 0.0368], [5.8555, 1.3282, 1.5569], [6.0997, 2.9354, -1.1948], [4.1078, 0.5215, -0.9479], [2.2942, 0.6391, -1.6121], [2.5320, 2.1841, -2.7646], [3.8716, 3.8255, 1.5256], [2.5809, 2.8116, 0.8823], [3.3151, 4.0595, -0.1320], [6.4554, 2.1148, 2.0124], [6.5267, 0.5282, 1.2468], [5.1674, 0.9370, 2.3060], [6.6046, 3.7644, -0.7008], [5.5580, 3.3319, -2.0537], [6.8585, 2.2429, -1.5568], [4.1220, -0.3757, -0.3287], [4.7104, 0.3181, -1.8362], [3.3972, 1.9928, -3.3960], [2.6820, 3.0818, -2.1699], [1.6496, 2.2911, -3.3903], [-1.8270, 0.5284, -3.4229], [-1.2217, 1.2041, -2.4481], [-0.7794, 0.5628, -1.4318], [-1.0586, 2.6203, -2.5373], [-0.3893, 3.1156, -1.4281], [0.1814, 3.2154, -0.4154], [-1.5078, 3.3838, -3.6386], [-1.8493, 3.9772, -4.5623], [-2.1642, 0.9905, -4.2509], [-1.8778, -0.4748, -3.3570]], "homo_lumo_gap_ev": 7.470, "homo_ev": -11.19, "charge": 1, "spin_multiplicity": 1}

---

{"formula": "C5H12NO2", "method": "wB97M-V/def2-TZVPD", "species": ["C", "O", "C", "C", "C", "C", "N", "H", "H", "H", "H", "H", "H", "H", "H", "H", "H", "H", "H", "O"], "positions_angstrom": [[-1.9311, -0.6083, 1.5105], [-3.1282, -0.2488, 1.1215], [-0.8082, 0.0155, 0.4856], [0.5454, -0.7948, 0.4636], [1.6446, 0.0445, -0.0854], [2.8706, -0.2608, -0.5012], [-1.3297, -0.0677, -0.8331], [-1.8117, -1.7446, 1.4217], [-1.6140, -0.3638, 2.5760], [-0.5914, 1.0812, 0.7526], [0.7644, -1.2692, 1.4012], [0.2958, -1.6903, -0.1194], [1.2808, 1.1050, -0.2187], [3.1716, -1.2894, -0.5266], [3.6667, 0.3241, -0.7895], [-1.6973, -1.0248, -1.0013], [-2.2723, 0.4146, -0.8231], [-0.1789, 1.6319, -1.9007], [0.9082, 2.2912, -1.1922], [0.2147, 2.4546, -1.7414]], "homo_lumo_gap_ev": 6.266, "homo_ev": -2.68, "charge": -1, "spin_multiplicity": 1}

---

{"formula": "CH2FNOS", "method": "wB97M-V/def2-TZVPD", "species": ["C", "N", "O", "F", "S", "H", "H"], "positions_angstrom": [[0.3397, -0.2242, 0.6035], [-0.8318, 0.2115, 0.4214], [1.3975, -0.6071, -1.1788], [1.2061, -0.0599, 1.5215], [-1.8169, 0.2806, -0.8204], [-1.1510, 0.6175, 1.2691], [0.8565, -0.2183, -1.8163]], "homo_lumo_gap_ev": [7.118, 7.115], "homo_ev": [-8.77, -8.77], "spin_multiplicity": 1}

---

{"formula": "C27H45BrN2OP2W", "method": "wB97M-V/def2-TZVPD", "species": ["N", "C", "C", "C", "C", "C", "C", "W", "P", "C", "C", "C", "C", "C", "C", "C", "Br", "H", "H", "H", "H", "H", "H", "H", "H", "H", "H", "P", "C", "C", "H", "H", "H", "H", "H", "C", "C", "H", "H", "H", "H", "H", "C", "C", "H", "H", "H", "H", "H", "C", "C", "H", "H", "H", "H", "H", "C", "C", "H", "H", "H", "H", "H", "C", "C", "H", "H", "H", "H", "H", "C", "C", "N", "O", "H", "H", "H", "H", "H"], "positions_angstrom": [[2.0025, 3.6541, 4.5297], [0.8191, 3.0237, 4.5762], [0.5173, 1.9241, 3.7743], [1.5179, 1.4166, 2.9073], [2.7568, 2.1183, 2.8465], [2.9479, 3.2283, 3.6832], [1.3125, 0.2032, 2.2129], [1.2943, -0.2866, -0.7603], [-0.7904, -1.3937, -1.2227], [2.3554, -0.3289, 1.4101], [2.5133, -1.7897, 1.3187], [3.4359, -2.3042, 0.3735], [3.1125, -3.4914, -0.2776], [1.8690, -4.0261, 0.0433], [1.2086, -3.8192, 1.2605], [1.5449, -2.6296, 1.9193], [1.0471, -5.2828, -1.3058], [0.3484, -0.2887, 2.2007], [3.2483, 0.2301, 1.0825], [-0.4501, 1.4204, 3.8356], [3.5725, 1.8145, 2.1900], [0.0724, 3.4124, 5.2892], [3.9023, 3.7598, 3.6429], [4.3342, -1.7187, 0.1357], [1.0232, -2.3388, 2.8321], [3.7392, -3.9568, -1.0497], [0.4688, -4.5336, 1.6391], [0.5907, 1.9466, -0.6961], [-1.6698, -2.3815, 0.0523], [-2.0026, -3.8147, -0.3200], [-2.5792, -1.8275, 0.3264], [-1.0399, -2.3758, 0.9525], [-2.5559, -4.3063, 0.4913], [-2.6023, -3.9104, -1.2320], [-1.0868, -4.4013, -0.4666], [0.2846, -2.3848, -2.3331], [-0.3173, -3.1634, -3.5302], [0.6255, -3.1948, -1.6758], [1.2228, -1.8806, -2.6578], [0.4714, -3.7917, -3.9690], [-1.1178, -3.8460, -3.2202], [-0.6972, -2.4915, -4.3082], [-2.0880, -0.7280, -2.3181], [-3.1967, -1.6747, -2.7530], [-1.5878, -0.3084, -3.2031], [-2.5096, 0.1209, -1.7663], [-3.8914, -1.1380, -3.4097], [-2.8334, -2.5319, -3.3215], [-3.7790, -2.0529, -1.9070], [-0.7069, 3.1711, -1.3599], [-1.8236, 2.6930, -2.2739], [-0.1293, 3.9571, -1.8810], [-1.1393, 3.6680, -0.4751], [-2.3598, 3.5672, -2.6789], [-1.4469, 2.1137, -3.1272], [-2.5543, 2.0897, -1.7235], [1.4971, 1.4788, -2.2993], [2.7270, 0.4892, -2.4310], [1.9301, 2.4869, -2.4570], [0.7672, 1.3102, -3.1086], [2.7377, 0.0492, -3.4476], [3.6259, 1.1037, -2.3163], [2.8724, -0.3937, -1.6917], [1.6523, 3.3965, -0.1296], [1.0308, 4.4147, 0.8369], [1.9505, 3.9143, -1.0582], [2.5662, 2.9657, 0.3010], [1.8307, 5.0334, 1.2685], [0.3267, 5.0929, 0.3338], [0.5112, 3.9249, 1.6706], [-4.5941, 0.1432, 2.6512], [-3.1315, 0.4478, 2.4680], [-2.8783, 1.3864, 1.5120], [-2.2225, -0.1112, 3.1005], [-5.2202, 1.0025, 2.3677], [-4.7798, -0.1221, 3.6893], [-4.8697, -0.7118, 2.0172], [-1.9097, 1.6809, 1.3606], [-3.6237, 1.8784, 1.0594]], "homo_lumo_gap_ev": [5.949, 2.960], "homo_ev": [-19.48, -19.47], "s_squared": 2.035, "charge": 4, "spin_multiplicity": 3}

---

Energy list, top to bottom, in a.u.: -6837.14827; -402.88670; -667.14573; -4562.54529
Max |F| list, top to bottom, in Eh/bohr: 0.0098; 0.0844; 0.1294; 0.0789
Energy relative to the best compared isomer or geometry (same formula, charge and spin) list, top to bottom, in kcal/mol: 3.5; 89.6; 128.3; 0.0